No. 1
131
Properties=species:S:1:pos:R:3 method="wB97M-V/def2-TZVPD" energy_ha=-7235.17992 homo_lumo_gap_ev="6.11 / 6.90" multiplicity=8
Tb -0.31 -0.83 0.47
N -2.84 0.80 5.71
P -2.02 1.83 4.60
C -0.70 2.26 5.87
C 0.40 1.42 5.90
C 1.44 1.61 6.80
C 1.31 2.58 7.84
C 0.23 3.44 7.80
C -0.79 3.31 6.79
C -3.19 3.20 4.58
C -2.71 4.50 4.53
C -3.55 5.64 4.95
C -4.87 5.38 5.31
C -5.42 4.09 5.02
C -4.63 3.01 4.71
C -3.74 -0.19 5.31
C -4.31 -0.96 6.36
C -5.18 -2.02 5.99
C -5.64 -2.03 4.67
C -5.16 -1.06 3.80
N -4.17 -0.19 4.06
H -2.27 0.57 6.50
H 0.46 0.64 5.14
H 2.35 1.03 6.70
H 2.01 2.63 8.68
H 0.15 4.28 8.51
H -1.66 3.97 6.74
H -1.64 4.71 4.40
H -3.12 6.60 5.04
H -5.46 6.17 5.73
H -6.50 3.96 5.17
H -5.15 2.08 4.48
H -4.05 -0.79 7.37
H -5.46 -2.85 6.64
H -6.36 -2.82 4.32
H -5.58 -0.99 2.79
O -2.24 0.39 -0.15
H -1.97 1.31 -0.47
H -3.08 0.45 0.35
O 2.20 -1.32 1.26
H 2.53 -2.17 0.94
H 1.92 -1.48 2.16
O 0.12 1.39 0.91
H 0.66 1.99 1.48
H -0.20 1.90 0.12
O 0.16 -2.98 -0.41
H 0.02 -3.47 0.49
H -0.65 -3.32 -0.89
C -4.58 -3.89 0.84
N -3.69 -5.02 0.75
C -2.73 -5.14 -0.15
N -1.92 -6.24 -0.20
S -2.57 -4.05 -1.41
H -5.36 -4.15 1.60
H -4.95 -3.70 -0.20
H -4.00 -3.02 1.16
H -3.93 -5.79 1.34
H -1.45 -6.55 0.67
H -1.29 -6.17 -0.99
N 6.20 3.08 0.68
C 5.19 3.56 0.95
C 3.84 3.95 1.14
C 3.31 5.22 0.85
C 1.96 5.42 1.09
C 1.19 4.43 1.70
N 1.74 3.24 1.96
C 3.02 2.98 1.75
H 3.93 6.03 0.49
H 1.54 6.42 0.77
H 0.11 4.59 1.87
H 3.39 1.98 2.10
O -0.03 -1.29 2.64
Se -1.17 -2.58 2.67
O -0.55 -3.85 1.94
O -2.16 -1.94 1.48
O -1.74 -2.78 4.15
C 7.54 1.09 -4.74
C 6.13 0.70 -4.38
C 5.17 0.31 -5.36
C 3.82 -0.01 -5.08
C 2.88 -0.40 -6.21
C 3.46 -0.13 -3.72
Te 1.33 -0.70 -3.21
N -0.01 0.23 -1.81
C -0.44 1.41 -2.17
O -0.86 2.28 -1.34
C -0.48 1.79 -3.63
C 0.58 2.51 -4.23
C 0.37 3.25 -5.38
C -0.89 3.18 -6.03
C -1.91 2.43 -5.48
C -1.67 1.67 -4.34
C 0.89 -2.76 -3.85
C -0.16 -2.94 -4.72
C -1.18 -1.82 -4.99
C -0.27 -4.13 -5.42
C 0.67 -5.17 -5.17
C 0.59 -6.47 -5.99
C 1.66 -4.96 -4.20
C 1.81 -3.74 -3.53
C 2.92 -3.58 -2.52
C 4.33 0.32 -2.75
C 3.97 0.20 -1.26
C 5.64 0.74 -3.02
H 7.99 0.29 -5.41
H 8.08 1.05 -3.82
H 7.68 2.06 -5.19
H 5.50 0.32 -6.39
H 3.39 -0.26 -7.19
H 1.98 0.22 -6.22
H 2.52 -1.42 -6.13
H 1.55 2.59 -3.70
H 1.08 3.96 -5.76
H -1.13 3.82 -6.85
H -2.88 2.42 -5.96
H -2.55 1.13 -4.00
H -0.64 -0.90 -5.33
H -1.72 -1.58 -4.05
H -1.94 -2.17 -5.69
H -1.10 -4.11 -6.13
H 0.74 -6.34 -7.06
H -0.40 -6.92 -5.85
H 1.37 -7.16 -5.67
H 2.38 -5.72 -3.93
H 3.71 -2.97 -3.01
H 3.44 -4.55 -2.39
H 2.57 -3.14 -1.56
H 3.04 0.69 -1.11
H 4.77 0.74 -0.70
H 3.88 -0.83 -0.89
H 6.21 1.13 -2.18

=====

No. 2
10
Properties=species:S:1:pos:R:3 method="wB97M-V/def2-TZVPD" energy_ha=-375.47472 homo_lumo_gap_ev="7.73 / 6.92" multiplicity=3 relative_energy_ev=2.328
C -0.05 0.30 -0.26
N -0.91 -0.81 -0.03
N 1.35 0.04 0.33
O 1.54 -1.09 0.72
O 2.13 0.95 0.18
O -0.53 1.38 0.35
H 0.00 0.66 -1.38
H -1.87 -0.81 -0.41
H -0.46 -1.63 -0.44
H -1.20 1.02 0.95

=====

No. 3
134
Properties=species:S:1:pos:R:3 method="wB97M-V/def2-TZVPD" energy_ha=-12829.11164 homo_lumo_gap_ev=4.50 total_charge=-2 multiplicity=1 relative_energy_ev=0.698
Cs -0.31 -0.33 0.25
C 2.64 2.85 -3.28
Si 1.05 2.95 -2.19
C 1.25 4.71 -1.42
C 1.61 5.90 -2.05
C 1.79 7.08 -1.34
C 1.62 7.08 0.04
C 1.27 5.91 0.70
C 1.09 4.73 -0.02
P 0.53 3.09 0.70
C 0.48 3.62 2.52
C -0.64 3.62 3.35
C -0.54 3.93 4.70
C 0.69 4.24 5.26
C 1.83 4.20 4.46
C 1.72 3.87 3.12
C -1.28 3.29 0.27
C -1.95 4.45 0.65
C -3.30 4.62 0.38
C -4.00 3.62 -0.29
C -3.34 2.48 -0.70
C -1.98 2.31 -0.42
C -0.33 3.00 -3.52
C -0.91 4.14 -4.09
C -1.86 4.05 -5.10
C -2.25 2.81 -5.58
C -1.72 1.66 -5.01
C -0.80 1.74 -3.97
P -0.20 0.26 -3.02
C -1.32 -1.09 -3.57
C -2.71 -0.91 -3.45
C -3.59 -1.94 -3.72
C -3.11 -3.20 -4.06
C -1.74 -3.41 -4.13
C -0.85 -2.36 -3.90
C 1.35 -0.25 -3.84
C 2.36 -0.78 -3.04
C 3.52 -1.29 -3.61
C 3.69 -1.25 -4.98
C 2.70 -0.71 -5.79
C 1.53 -0.21 -5.22
H 3.04 3.85 -3.44
H 2.43 2.41 -4.26
H 3.42 2.24 -2.82
H 1.76 5.91 -3.12
H 2.06 8.00 -1.85
H 1.76 8.00 0.60
H 1.14 5.93 1.77
H -1.61 3.37 2.95
H -1.43 3.93 5.32
H 0.77 4.50 6.31
H 2.80 4.42 4.88
H 2.62 3.83 2.51
H -1.40 5.23 1.16
H -3.80 5.53 0.68
H -5.05 3.75 -0.52
H -3.86 1.71 -1.25
H -1.48 1.42 -0.78
H -0.61 5.12 -3.74
H -2.29 4.95 -5.52
H -2.97 2.73 -6.39
H -2.04 0.69 -5.37
H -3.10 0.06 -3.16
H -4.66 -1.77 -3.64
H -3.79 -4.02 -4.25
H -1.33 -4.39 -4.34
H 0.21 -2.58 -3.94
H 2.25 -0.80 -1.96
H 4.28 -1.75 -2.98
H 4.59 -1.67 -5.42
H 2.83 -0.68 -6.86
H 0.76 0.20 -5.85
C -5.43 -0.18 1.04
As -3.59 -0.85 1.13
C -3.92 -2.33 -0.13
C -3.74 -1.95 2.78
C -4.84 -1.83 3.63
C -4.93 -2.61 4.78
C -3.93 -3.51 5.09
C -2.83 -3.63 4.24
C -2.72 -2.85 3.10
As -1.11 -2.94 1.97
C -1.29 -4.78 1.31
C 0.25 -3.30 3.34
H -6.16 -0.97 1.21
H -5.56 0.23 0.04
H -5.58 0.63 1.76
H -4.68 -3.00 0.27
H -3.01 -2.89 -0.34
H -4.26 -1.91 -1.08
H -5.63 -1.13 3.40
H -5.79 -2.50 5.43
H -4.00 -4.13 5.98
H -2.05 -4.34 4.49
H -1.41 -5.47 2.15
H -0.39 -5.03 0.74
H -2.15 -4.85 0.65
H 0.12 -4.30 3.75
H 0.18 -2.56 4.13
H 1.23 -3.23 2.86
O 2.76 -6.66 0.14
C 3.53 -5.55 0.58
C 3.82 -4.49 -0.49
C 4.49 -5.18 -1.69
O 4.52 -4.35 -2.86
C 4.81 -3.46 0.09
Se 4.19 -2.41 1.66
C 2.55 -3.76 -0.93
Se 1.27 -4.77 -2.09
H 2.11 -6.33 -0.52
H 4.48 -5.96 0.95
H 3.04 -5.05 1.43
H 3.96 -6.10 -1.93
H 5.53 -5.42 -1.44
H 3.60 -4.35 -3.16
H 5.07 -2.77 -0.71
H 5.72 -3.98 0.38
H 2.83 -2.87 -1.48
H 2.01 -3.44 -0.05
C 2.86 0.64 5.56
N 1.77 0.34 4.66
C 0.37 0.40 4.98
C -0.25 0.11 3.62
O -1.45 0.04 3.42
N 0.73 -0.06 2.68
C 1.89 0.12 3.33
N 3.07 0.15 2.72
H 2.49 0.57 6.58
H 3.25 1.65 5.40
H 3.66 -0.09 5.45
H 0.06 1.38 5.34
H 0.06 -0.37 5.70
H 3.20 -0.43 1.87
H 3.90 0.09 3.29

=====

No. 4
69
Properties=species:S:1:pos:R:3 method="wB97M-V/def2-TZVPD" energy_ha=-13796.00879 homo_lumo_gap_ev="5.46 / 5.16" total_charge=-1 multiplicity=3 relative_energy_ev=3.982
W -0.74 0.78 0.87
C 1.13 -1.95 -2.95
C 1.71 -1.64 -1.59
C 1.82 -2.65 -0.63
C 1.30 -4.04 -0.92
C 2.41 -2.39 0.61
C 2.53 -3.51 1.60
C 2.87 -1.10 0.90
C 3.70 -0.90 2.15
C 2.66 -0.05 -0.01
C 3.16 1.35 0.28
C 2.16 -0.35 -1.29
C 2.18 0.68 -2.40
H 1.85 -2.49 -3.57
H 0.83 -1.06 -3.48
H 0.24 -2.57 -2.87
H 1.95 -4.80 -0.50
H 1.22 -4.23 -1.99
H 0.31 -4.18 -0.48
H 3.31 -4.22 1.32
H 1.59 -4.07 1.67
H 2.75 -3.15 2.60
H 3.23 -1.30 3.04
H 3.92 0.14 2.36
H 4.66 -1.42 2.02
H 4.18 1.48 -0.08
H 3.14 1.58 1.34
H 2.53 2.10 -0.19
H 1.17 0.92 -2.75
H 2.73 0.28 -3.25
H 2.66 1.60 -2.09
Se -1.63 1.34 5.05
Sb 0.16 0.84 3.35
Se -0.80 -1.38 2.16
Se 0.04 3.06 1.75
Se 1.83 0.73 5.04
C -4.97 5.54 -0.11
C -4.48 5.43 -1.55
C -3.94 6.78 -2.02
C -3.20 6.65 -3.34
C -2.04 5.72 -3.14
C -0.82 5.91 -3.75
C 0.22 5.01 -3.52
F 1.39 5.24 -4.14
C 0.08 3.93 -2.70
C -1.16 3.72 -2.08
C -1.33 2.56 -1.21
O -0.32 1.84 -0.96
C -2.67 2.29 -0.79
C -3.64 3.21 -1.06
N -3.44 4.39 -1.68
C -2.21 4.62 -2.28
C -3.18 1.17 0.14
O -4.10 0.47 -0.15
O -2.63 1.28 1.35
H -5.57 6.44 0.00
H -4.12 5.60 0.57
H -5.58 4.70 0.19
H -5.31 5.13 -2.21
H -3.26 7.16 -1.26
H -4.78 7.47 -2.09
H -2.86 7.62 -3.70
H -3.88 6.24 -4.11
H -0.66 6.75 -4.41
H 0.89 3.24 -2.52
H -4.65 3.01 -0.74
Se -2.63 -1.26 -3.31
C -1.77 -0.87 -1.78
N -1.22 -0.61 -0.78

=====

No. 5
113
Properties=species:S:1:pos:R:3 method="wB97M-V/def2-TZVPD" energy_ha=-2898.12784 homo_lumo_gap_ev=5.00 total_charge=+2 multiplicity=1 relative_energy_ev=1.862
Rh -0.23 -0.33 -0.45
C 1.99 2.18 -3.07
C 1.03 3.09 -2.36
C 1.26 4.45 -2.29
C 0.35 5.29 -1.64
C -0.77 4.75 -1.04
C -1.04 3.39 -1.08
C -2.26 2.82 -0.43
C -0.14 2.56 -1.78
N -0.38 1.20 -1.98
C -0.93 0.76 -3.08
C -1.56 1.66 -4.08
C -0.88 -0.66 -3.33
C -1.42 -1.21 -4.60
N -0.32 -1.41 -2.42
C -0.02 -2.76 -2.64
C 1.19 -3.06 -3.32
C 2.12 -1.95 -3.72
C 1.49 -4.38 -3.58
C 0.65 -5.40 -3.17
C -0.52 -5.10 -2.48
C -0.87 -3.79 -2.20
C -2.14 -3.49 -1.45
H 2.95 2.66 -3.20
H 1.61 1.91 -4.05
H 2.13 1.25 -2.50
H 2.15 4.87 -2.73
H 0.53 6.35 -1.61
H -1.46 5.41 -0.53
H -2.98 3.61 -0.22
H -1.99 2.34 0.51
H -2.73 2.07 -1.07
H -1.54 2.70 -3.74
H -2.60 1.37 -4.25
H -1.04 1.61 -5.04
H -2.46 -0.90 -4.72
H -1.37 -2.29 -4.62
H -0.87 -0.82 -5.46
H 2.17 -1.20 -2.93
H 1.78 -1.47 -4.63
H 3.12 -2.35 -3.90
H 2.39 -4.62 -4.12
H 0.90 -6.43 -3.37
H -1.17 -5.91 -2.16
H -2.68 -4.40 -1.22
H -2.79 -2.83 -2.02
H -1.92 -2.97 -0.51
N -9.92 -0.71 1.49
C -8.78 -0.69 1.34
C -7.38 -0.66 1.14
C -6.54 -1.48 1.91
C -5.18 -1.46 1.70
C -4.64 -0.62 0.72
C -5.48 0.19 -0.05
C -6.84 0.17 0.15
C -3.26 -0.58 0.48
C -2.05 -0.51 0.25
H -6.97 -2.11 2.67
H -4.53 -2.09 2.30
H -5.05 0.84 -0.80
H -7.50 0.79 -0.44
C 1.57 -5.01 0.91
C 2.59 -3.94 0.51
C 3.55 -4.49 -0.53
C 3.36 -3.45 1.73
N 1.91 -2.80 -0.14
N 0.86 -2.17 0.57
H 2.09 -5.89 1.28
H 0.96 -5.31 0.06
H 0.91 -4.67 1.71
H 4.15 -5.29 -0.11
H 4.23 -3.71 -0.87
H 3.02 -4.88 -1.40
H 3.98 -4.26 2.11
H 2.71 -3.15 2.55
H 4.01 -2.62 1.46
H 1.57 -3.10 -1.05
H 1.24 -1.94 1.50
H 0.06 -2.81 0.71
F 1.92 7.49 1.05
C 1.74 6.18 1.13
C 0.59 5.69 1.73
C 0.39 4.32 1.77
C 1.34 3.46 1.25
C 2.48 3.97 0.65
C 2.69 5.33 0.59
Sb 1.08 1.32 1.42
C 2.90 0.86 2.49
C 2.84 0.47 3.82
C 3.99 0.33 4.57
C 5.22 0.57 3.96
F 6.33 0.46 4.67
C 5.30 0.91 2.62
C 4.14 1.04 1.88
C -0.20 1.35 3.16
C -1.26 0.46 3.27
C -2.09 0.50 4.37
C -1.84 1.43 5.36
F -2.65 1.50 6.42
C -0.76 2.31 5.28
C 0.06 2.26 4.17
H -0.12 6.38 2.15
H -0.51 3.94 2.22
H 3.22 3.30 0.22
H 3.59 5.75 0.15
H 1.88 0.29 4.30
H 3.96 0.06 5.61
H 6.27 1.08 2.17
H 4.20 1.30 0.84
H -1.45 -0.26 2.48
H -2.93 -0.17 4.47
H -0.59 3.01 6.08
H 0.90 2.93 4.10

=====

No. 6
6
Properties=species:S:1:pos:R:3 method="wB97M-V/def2-TZVPD" energy_ha=-152.86380 smiles=O.O homo_lumo_gap_ev=11.80 multiplicity=1 relative_energy_ev=0.303
H -0.14 -1.69 -0.02
H -0.17 -1.58 1.50
H 0.74 1.84 -0.27
H 0.05 0.80 -1.03
O -0.45 -1.08 0.68
O -0.04 1.71 -0.85